# 1
The following is a DFT calculation (ωB97M-V/def2-TZVPD) of an isolated molecule of C17H24F3O5P.

Positions of all 50 atoms, in Å:
C1 -2.911 3.756 0.630
C2 -2.954 2.292 0.948
O1 -2.411 1.769 1.876
O2 -3.703 1.615 0.031
C3 -3.700 0.194 0.077
O3 -4.261 -0.378 0.962
C4 -3.008 -0.414 -1.084
P1 -1.152 -1.030 -0.827
C5 -1.582 -2.044 0.635
C6 -1.339 -1.347 1.995
C7 -0.394 -2.127 2.909
O4 -0.726 -3.516 2.993
C8 -0.496 0.698 -0.749
C9 0.314 1.089 -1.998
C10 0.409 2.590 -2.192
F1 0.072 3.292 -1.092
F2 -0.397 3.021 -3.185
F3 1.660 2.963 -2.520
C11 0.651 -1.719 -0.895
O5 1.409 -1.299 0.240
C12 2.693 -0.883 0.030
C13 3.546 -1.494 -0.885
C14 4.842 -1.019 -1.028
C15 5.303 0.043 -0.263
C16 4.449 0.635 0.661
C17 3.147 0.180 0.802
H1 -3.838 4.203 0.997
H2 -2.860 3.940 -0.439
H3 -2.083 4.213 1.162
H4 -3.588 -1.293 -1.371
H5 -3.033 0.290 -1.918
H6 -1.289 -1.632 -2.104
H7 -2.633 -2.314 0.550
H8 -1.030 -2.981 0.603
H9 -2.282 -1.196 2.513
H10 -0.870 -0.373 1.847
H11 -0.501 -1.724 3.916
H12 0.645 -2.005 2.600
H13 -0.121 -4.006 2.434
H14 0.109 0.808 0.149
H15 -1.330 1.387 -0.663
H16 -0.117 0.639 -2.891
H17 1.331 0.713 -1.903
H18 1.130 -1.404 -1.827
H19 0.619 -2.815 -0.934
H20 3.203 -2.326 -1.484
H21 5.508 -1.484 -1.743
H22 6.315 0.407 -0.368
H23 4.780 1.456 1.283
H24 2.476 0.634 1.520

## Properties
Frontier orbital gap ... 8.939 eV
HOMO ... -8.46 eV
Energy above the lowest of the compared OMol25 structures with the same formula, charge and spin ... 0.0 kcal/mol
SMILES ... CC(=O)OC(=O)C[PH](CCCO)(CCC(F)(F)F)COc1ccccc1


# 2
The following is a DFT calculation (ωB97M-V/def2-TZVPD) of a cluster of 2 separate species, C20H46B2BrFIN4O5P in total.

Positions of all 81 atoms, in Å:
C1 -1.029 3.428 -0.025
C2 -1.172 2.436 1.264
C3 -0.191 3.140 2.431
C4 -0.618 0.923 1.114
C5 -1.426 -0.144 0.189
P1 -2.881 0.635 -0.853
O1 -3.991 1.559 0.102
I1 -4.349 -1.166 -1.809
C6 -1.929 -1.334 1.211
B1 -3.243 -1.043 2.132
O2 -4.662 -0.934 1.636
N1 -3.182 -0.973 3.679
C7 -2.576 0.304 4.176
C8 -2.583 -2.221 4.272
O3 -2.175 -2.578 0.482
C9 -0.943 -3.136 -0.058
F1 -0.502 -4.195 0.862
C10 0.231 -2.022 -0.486
C11 0.883 -2.805 -1.820
C12 2.426 -2.516 -2.180
C13 3.438 -3.834 -1.984
N2 4.716 -3.507 -1.247
C14 1.376 -1.745 0.626
C15 2.317 -2.993 1.100
C16 1.992 -3.463 2.670
Br1 3.701 -3.742 3.730
N3 -0.578 -0.803 -0.922
B2 0.099 0.156 -1.873
O4 -0.580 0.676 -3.119
N4 1.565 0.625 -1.818
C17 1.697 2.083 -1.455
C18 2.011 0.627 -3.299
H1 -1.900 4.227 -0.032
H2 0.008 4.019 -0.061
H3 -1.094 2.884 -1.080
H4 -2.248 2.474 1.781
H5 -0.821 4.086 2.797
H6 -0.073 2.452 3.377
H7 0.816 3.536 1.985
H8 -0.610 0.498 2.235
H9 0.553 1.008 0.894
H10 -4.900 1.411 -0.308
H11 -1.083 -1.614 2.009
H12 -5.286 -0.776 2.405
H13 -2.789 1.261 3.536
H14 -2.910 0.435 5.314
H15 -1.397 0.127 4.234
H16 -1.413 -2.121 4.279
H17 -2.908 -2.424 5.391
H18 -2.874 -3.121 3.546
H19 -1.293 -3.716 -1.046
H20 0.184 -2.684 -2.781
H21 0.827 -3.979 -1.592
H22 2.482 -2.303 -3.355
H23 2.949 -1.609 -1.671
H24 3.757 -4.241 -3.052
H25 2.889 -4.713 -1.423
H26 4.718 -2.554 -0.823
H27 5.563 -3.530 -1.882
H28 2.139 -0.921 0.217
H29 1.000 -1.257 1.649
H30 3.464 -2.785 1.004
H31 2.051 -3.950 0.444
H32 1.319 -4.440 2.640
H33 1.379 -2.665 3.270
H34 -1.325 -1.239 -1.549
H35 -1.390 0.097 -3.288
H36 0.869 2.739 -2.011
H37 2.727 2.448 -1.938
H38 1.786 2.321 -0.315
H39 3.203 0.608 -3.262
H40 1.693 -0.342 -3.872
H41 1.734 1.633 -3.847
C19 -0.295 5.726 -3.450
C20 0.402 6.105 -2.131
O5 -0.480 5.920 -1.162
H42 -1.173 6.355 -3.645
H43 0.398 5.863 -4.288
H44 -0.615 4.677 -3.458
H45 0.796 7.121 -2.295
H46 1.330 5.513 -2.116

## Properties
Frontier orbital gap ... 3.369 eV
HOMO ... -4.69 eV


# 3
The following is a DFT calculation (ωB97M-V/def2-TZVPD) of an isolated molecule of C6H9N.

Positions of all 16 atoms, in Å:
C1 -1.506 1.895 -0.452
C2 -0.814 0.849 -0.090
C3 -1.065 -0.397 0.754
C4 0.072 -1.226 0.101
C5 1.239 -0.253 0.208
C6 0.692 0.776 -0.665
H1 -1.096 2.575 -1.301
H2 -2.480 2.273 -0.177
H3 -1.988 -0.985 0.695
H4 -0.692 -0.231 1.738
H5 -0.295 -1.348 -0.865
H6 1.783 -2.211 -0.554
H7 1.535 0.129 1.189
H8 0.622 0.554 -1.784
H9 1.195 1.650 -0.488
N1 1.386 -1.754 0.344

## Properties
Frontier orbital gap ... 9.377 eV
HOMO ... -8.38 eV
Energy above the lowest of the compared OMol25 structures with the same formula, charge and spin ... 127.4 kcal/mol
SMILES ... C=C1C[C@@H]2N[C@H]2C1


# 4
The following is a DFT calculation (ωB97M-V/def2-TZVPD) of a cluster of 2 separate species, C11H14N2 in total.

Positions of all 27 atoms, in Å:
C1 -3.099 -0.267 0.319
C2 -0.765 2.437 -2.211
C3 -1.949 1.750 -2.669
C4 -0.419 2.129 -0.880
C5 -2.579 0.799 -1.835
C6 -1.151 1.334 -0.059
C7 -2.314 0.658 -0.486
H1 -0.032 2.846 -2.906
H2 -2.454 1.967 -3.682
H3 0.524 2.274 -0.401
H4 -3.203 0.161 -2.391
H5 -0.804 1.211 0.974
H6 -3.828 -0.888 -0.292
H7 -3.472 0.338 1.172
H8 -2.375 -0.937 0.891
C8 1.420 -2.739 2.090
C9 3.169 -0.878 -0.286
C10 2.130 -1.652 1.395
C11 2.357 -0.383 1.803
N1 2.709 -1.992 0.182
N2 3.029 0.205 0.687
H9 3.705 -0.635 -1.244
H10 3.266 1.188 0.429
H11 2.117 0.213 2.759
H12 0.975 -3.434 1.397
H13 0.612 -2.464 2.731
H14 2.432 -3.242 2.511

## Properties
Frontier orbital gap ... 9.237 eV
HOMO ... -8.46 eV
Energy above the lowest of the compared OMol25 structures with the same formula, charge and spin ... 51.0 kcal/mol
SMILES ... Cc1c[nH]cn1.Cc1ccccc1


# 5
The following is a DFT calculation (ωB97M-V/def2-TZVPD) of an isolated molecule of CH4S.

Positions of all 6 atoms, in Å:
C1 -0.200 0.107 0.406
S1 1.017 -0.731 -0.598
H1 -0.006 1.176 0.531
H2 -1.225 0.015 0.030
H3 -0.193 -0.325 1.409
H4 0.606 -0.241 -1.777

## Properties
Frontier orbital gap ... 10.143 eV
HOMO ... -9.07 eV
Energy above the lowest of the compared OMol25 structures with the same formula, charge and spin ... 0.4 kcal/mol
SMILES ... CS


# 6
The following is a DFT calculation (ωB97M-V/def2-TZVPD) of an isolated molecule of C5H10O2.

Positions of all 17 atoms, in Å:
C1 -0.984 -0.513 -1.812
O1 -0.336 0.693 -1.481
C2 -0.163 0.967 -0.140
C3 -1.051 0.531 1.003
O2 0.113 0.986 1.850
C4 1.018 0.603 0.751
C5 1.497 -0.851 0.709
H1 -0.961 -1.248 -0.997
H2 -2.032 -0.330 -2.096
H3 -0.441 -0.927 -2.662
H4 -0.183 2.055 -0.009
H5 -1.161 -0.480 1.380
H6 -2.081 0.925 0.877
H7 1.878 1.270 0.622
H8 1.729 -1.096 -0.338
H9 2.415 -1.025 1.283
H10 0.742 -1.560 1.059

## Properties
Frontier orbital gap ... 10.600 eV
HOMO ... -9.66 eV
Energy above the lowest of the compared OMol25 structures with the same formula, charge and spin ... 84.9 kcal/mol
SMILES ... CO[C@H]1CO[C@H]1C


# 7
The following is a DFT calculation (ωB97M-V/def2-TZVPD) of an isolated molecule of C5H7NO.

Positions of all 14 atoms, in Å:
C1 -1.872 0.024 0.386
N1 -0.459 -0.177 0.166
C2 0.022 -1.478 -0.257
C3 1.316 -1.191 -0.727
C4 1.596 0.178 -0.577
C5 0.482 0.746 0.037
O1 0.216 1.984 0.508
H1 -2.266 0.491 -0.521
H2 -2.064 0.658 1.251
H3 -2.350 -0.954 0.504
H4 -0.123 -1.605 0.853
H5 2.008 -1.918 -1.148
H6 2.504 0.706 -0.835
H7 0.989 2.537 0.360

## Properties
Frontier orbital gap ... 8.417 eV
HOMO ... -7.81 eV
Energy above the lowest of the compared OMol25 structures with the same formula, charge and spin ... 69.1 kcal/mol
SMILES ... Cn1cccc1O


# 8
The following is a DFT calculation (ωB97M-V/def2-TZVPD) of the ion C7H11N4S with charge +1.

Positions of all 23 atoms, in Å:
C1 0.134 -1.856 1.320
C2 1.660 -0.845 0.307
C3 0.637 0.029 0.414
C4 -0.592 1.952 0.584
C5 -1.701 -0.184 1.295
C6 3.089 -0.592 -0.179
C7 -2.010 -0.475 -1.559
N1 1.344 -2.023 1.011
N2 -0.381 -0.598 1.088
N3 -1.522 1.337 1.306
N4 0.374 1.337 0.021
S1 -2.903 -0.690 0.005
H1 -0.457 -2.709 1.675
H2 -0.657 3.053 0.586
H3 -2.184 -0.490 2.199
H4 3.779 -1.220 0.278
H5 2.941 -0.810 -1.312
H6 3.093 0.526 -0.086
H7 -1.546 0.567 -1.667
H8 -2.660 -0.829 -2.312
H9 -1.198 -1.149 -1.408
H10 -2.161 1.965 1.852
H11 0.881 1.735 -0.746

## Properties
Frontier orbital gap ... 8.517 eV
HOMO ... -12.37 eV
Charge ... +1
Energy above the lowest of the compared OMol25 structures with the same formula, charge and spin ... 20.2 kcal/mol
SMILES ... CS[C@@H]1NC=[NH+]c2c(C)ncn21